ORCA calculation (the ωB97M-V functional and the def2-TZVPD basis) on a structure of composition C49H56AsCrN3O2Si2 at a distorted geometry.

2S+1: 4
Energy above the lowest of the compared OMol25 structures with the same formula, charge and spin, kcal/mol: 55.4
HOMO energy (alpha / beta), eV: -3.09 / -3.14
Total charge: -1
DFT total energy, eV: -165302.7595

Cartesian coordinates (Å):
Cr 0.83072 -1.52074 0.26466
O 0.72988 -0.71767 2.13778
C 1.64949 -0.78938 3.18542
C 3.18548 -1.11426 2.82796
C 3.55718 -1.64920 1.50071
C 4.76391 -2.34051 1.31916
C 5.45333 -2.26410 0.10459
C 4.83131 -1.67195 -1.00884
C 3.58516 -1.08450 -0.82367
C 2.87276 -0.15245 -1.81724
C 1.69707 -0.77027 -2.55076
O 0.86726 -1.60288 -1.65455
C 0.71386 0.16802 -3.33219
C 1.00654 1.51708 -3.58187
C 0.01218 2.37916 -4.00340
C -1.25666 1.92059 -4.29120
C -1.52161 0.56506 -4.23390
C -0.50761 -0.29620 -3.83794
C 2.26078 -1.80934 -3.56435
C 2.46283 -1.41273 -4.95444
C 2.86613 -2.33294 -5.85841
C 3.04473 -3.68907 -5.51256
C 2.94039 -4.05279 -4.16742
C 2.52638 -3.11748 -3.20321
N 2.92210 -1.17288 0.35730
C 1.69731 0.73440 3.78778
C 2.48297 1.10954 4.87517
C 2.23812 2.33023 5.53006
C 1.25679 3.20967 5.02264
C 0.50413 2.83446 3.88049
C 0.80111 1.63924 3.26532
C 1.13158 -1.65895 4.38338
C 0.07743 -1.31710 5.22445
C -0.37849 -2.20025 6.17624
C 0.08895 -3.52568 6.21571
C 1.23752 -3.83108 5.45384
C 1.68545 -2.86423 4.53822
H 3.65589 -1.76865 3.57658
H 3.74149 -0.14676 2.95142
H 5.29001 -2.70800 2.21745
H 6.38014 -2.89630 -0.01799
H 5.38619 -1.69338 -1.99158
H 3.64411 0.20423 -2.51083
H 2.43475 0.67157 -1.21006
H 2.03953 1.79652 -3.59926
H 0.23150 3.45208 -4.32321
H -2.01704 2.59862 -4.72662
H -2.36097 0.16480 -4.69087
H -0.68463 -1.41011 -3.75971
H 2.06117 -0.50998 -5.30573
H 2.90470 -2.08503 -6.91837
H 3.27270 -4.38088 -6.29841
H 3.12900 -5.11440 -3.91638
H 2.37870 -3.44055 -2.14273
H 3.31030 0.51861 5.23358
H 2.82668 2.64365 6.40151
H 1.12704 4.18675 5.52095
H -0.11318 3.55679 3.38971
H 0.09022 1.38560 2.53171
H -0.38071 -0.36240 5.08294
H -1.27276 -1.93557 6.75858
H -0.39247 -4.30746 6.82822
H 1.83124 -4.75713 5.50186
H 2.53187 -3.24968 3.96643
N 1.21162 7.14842 -1.79908
C 0.09522 6.76601 -1.03796
C 0.24041 6.18840 0.17916
C -0.85609 6.10269 1.08328
C -2.11990 6.21431 0.60034
C -2.34841 6.53433 -0.74424
C -3.62869 6.52107 -1.42452
C -3.77691 6.99352 -2.71368
C -2.59541 7.46541 -3.36792
N -1.40824 7.42422 -2.81842
C -1.19473 6.89096 -1.56180
H 0.95119 7.67356 -2.70884
H 1.99161 7.59004 -1.27046
H 1.17220 5.65681 0.38570
H -0.73964 5.77944 2.10591
H -2.93699 6.18566 1.29246
H -4.48709 6.10475 -0.83852
H -4.71080 7.06546 -3.21216
H -2.67548 7.94013 -4.36136
C -3.73199 -4.51812 -0.18499
Si -2.44814 -3.68834 -1.23057
C -1.08597 -5.00581 -1.40472
C -3.19797 -3.25728 -2.93705
As -1.71764 -1.48433 -0.41029
Si -3.49106 -0.67394 0.93533
C -3.60850 -1.84208 2.37943
C -3.31130 1.00061 1.71399
C -5.16517 -0.51206 0.05626
H -4.39105 -3.73294 0.23962
H -3.32480 -5.05273 0.70740
H -4.36690 -5.23465 -0.77572
H -0.94741 -5.45931 -0.45605
H -0.11151 -4.62326 -1.71780
H -1.46513 -5.83023 -2.05698
H -2.88035 -3.97787 -3.75392
H -2.94400 -2.24897 -3.22890
H -4.31558 -3.37393 -2.81997
H -3.98955 -1.33122 3.30679
H -2.70338 -2.25746 2.79128
H -4.36352 -2.59600 2.15648
H -2.51488 1.14472 2.43368
H -4.26737 1.12482 2.24259
H -3.28717 1.87985 1.09139
H -5.73424 0.44868 0.37866
H -5.76151 -1.37972 0.37346
H -5.20766 -0.48477 -1.05816
C 0.82017 -3.54916 0.76072
H -0.33772 -3.52495 0.78299
H 1.15140 -3.87545 1.72893
H 1.15418 -4.19099 -0.03597

Forces on atoms 1 to 2 (eV/Å):
-1.1 0.1 1.1
1.2 -1.4 0.0